Below is a molecular structure, C18H22IrN5O4, with properties calculated with ωB97M-V/def2-TZVPD.

As for the total charge: +3. Its spin multiplicity is 6. The calculation puts the LUMO energy (alpha / beta) at -0.373 / -0.470 Ha. The energy above the lowest of the compared OMol25 structures with the same formula, charge and spin comes out at 0.0 kcal per mole.

```
50
C18H22IrN5O4, DFT ωB97M-V/def2-TZVPD
Ir 0.0349 -0.3732 -0.2029
C 3.0843 -0.8157 -0.1704
C 3.0382 0.4058 -1.0731
N 1.6229 0.7490 -1.4539
C 1.3339 2.2090 -1.3897
C 0.7747 2.6040 -0.0411
C 0.7924 3.9026 0.4315
C 0.1911 4.1757 1.6537
C -0.4092 3.1500 2.3760
C -0.3894 1.8731 1.8530
C -1.0397 0.6812 2.5209
N -0.3706 -0.5724 2.0900
C 0.8607 -0.8587 2.9008
C 1.9621 -1.4568 2.0432
N 2.0840 -0.5592 0.8794
N 0.2005 1.6259 0.6727
H 2.8167 -1.7342 -0.6918
H 4.0861 -0.9397 0.2475
H 3.4394 1.2695 -0.5390
H 3.6415 0.2759 -1.9708
H 1.4633 0.4402 -2.4092
H 2.2381 2.7784 -1.6105
H 0.6055 2.4493 -2.1650
H 1.2694 4.6869 -0.1414
H 0.1975 5.1836 2.0479
H -0.8752 3.3423 3.3334
H -0.9971 0.7829 3.6071
H -2.0948 0.6296 2.2434
H -1.0229 -1.3449 2.1943
H 1.1930 0.0980 3.3100
H 0.6078 -1.4958 3.7482
H 2.8977 -1.5030 2.6051
H 1.7274 -2.4604 1.6995
H 2.2531 0.3773 1.2450
O -3.5247 1.1122 -2.4137
C -2.5187 0.5069 -1.8584
O -1.5595 1.0612 -1.3357
C -2.5911 -0.9850 -1.9143
C -3.6466 -1.6712 -2.4845
C -3.5955 -3.0612 -2.5184
C -2.4792 -3.7032 -2.0012
C -1.4688 -2.9300 -1.4548
N -1.5143 -1.5901 -1.3884
C -0.1752 -3.4429 -0.8684
O 0.0145 -4.6960 -1.1341
O 0.5736 -2.7168 -0.2397
H -3.4402 2.0818 -2.3598
H -4.4864 -1.1313 -2.9002
H -4.4101 -3.6280 -2.9501
H -2.3951 -4.7825 -2.0219
```